1.
15
Properties=species:S:1:pos:R:3:mulliken_spin:R:1 method="wB97M-V/def2-TZVPD" multiplicity=2 charge=+1 s_squared=0.768 de_lowest_kcal_mol=108.9
C -1.02 1.43 -0.66 0.03
N -0.38 0.17 -0.43 -0.11
C 0.83 0.03 -1.23 0.77
C -0.38 -0.13 1.01 0.09
C 0.18 -1.42 1.38 0.00
O 1.12 -1.97 0.20 0.21
H -1.74 1.29 -1.46 0.00
H -1.60 1.69 0.25 0.00
H -0.36 2.36 -0.83 0.00
H 1.74 0.54 -0.97 0.00
H 0.65 0.02 -2.29 0.02
H 1.06 -1.23 -0.51 -0.04
H -0.42 0.78 1.64 0.00
H 0.85 -1.34 2.27 0.01
H -0.54 -2.22 1.63 0.01


2.
38
Properties=species:S:1:pos:R:3:mulliken_charge:R:1 method="wB97M-V/def2-TZVPD" de_lowest_kcal_mol=46.4
N 1.07 -3.03 1.55 -0.62
C 0.41 -1.72 1.48 -0.74
C -0.75 -1.58 0.52 -0.08
C -0.29 -1.73 -0.92 -0.84
C 0.59 -0.56 -1.48 -0.73
C 0.35 0.82 -0.90 0.60
C -1.11 1.25 -1.00 -0.89
O -1.45 2.18 -2.05 -0.61
H 1.36 -3.32 0.62 0.27
H 0.40 -3.69 1.94 0.28
H 1.20 -0.97 1.32 0.15
H 0.11 -1.48 2.49 0.38
H -1.57 -2.26 0.72 0.15
H -1.30 -0.65 0.68 0.25
H 0.33 -2.61 -1.08 0.44
H -1.11 -1.89 -1.62 0.34
H 0.36 -0.51 -2.55 0.24
H 1.60 -0.93 -1.43 0.39
H 0.61 0.91 0.15 -0.19
H 1.05 1.52 -1.36 0.27
H -1.84 0.45 -1.07 0.37
H -1.36 1.85 -0.13 0.29
H -1.67 1.87 -2.93 0.31
O 1.72 1.66 2.51 -0.59
H 2.39 1.45 1.83 0.32
H 1.79 2.62 2.47 0.29
O -3.90 -2.46 -0.47 -0.63
H -3.84 -3.08 0.26 0.31
H -4.21 -1.68 0.00 0.32
O 1.08 2.23 -4.08 -0.62
H 0.95 2.61 -3.20 0.35
H 0.18 2.31 -4.41 0.30
O 3.24 1.67 0.17 -0.63
H 3.71 0.84 0.00 0.32
H 3.87 2.31 -0.16 0.26
O -1.71 1.99 4.12 -0.64
H -1.09 2.32 3.47 0.32
H -1.16 1.31 4.54 0.32


3.
14
Properties=species:S:1:pos:R:3:mulliken_charge:R:1 method="wB97M-V/def2-TZVPD" de_lowest_kcal_mol=80.4
C 1.55 0.00 -0.21 -1.40
C 0.36 0.02 0.73 0.44
C -0.56 1.00 0.63 -0.36
O -0.73 1.84 -0.40 -0.51
C -0.69 -1.11 0.51 -0.59
O -1.12 -1.17 -0.86 -0.51
H 2.29 -0.79 0.01 0.34
H 1.22 -0.17 -1.25 0.34
H 2.11 0.95 -0.18 0.39
H -1.36 1.09 1.36 0.42
H 0.03 1.73 -0.99 0.39
H -0.12 -1.99 0.68 0.33
H -1.58 -1.10 1.16 0.36
H -1.40 -0.30 -1.18 0.35


4.
22
Properties=species:S:1:pos:R:3:mulliken_charge:R:1 method="wB97M-V/def2-TZVPD" de_lowest_kcal_mol=176.6
O 2.21 0.79 1.06 -0.68
N 1.22 1.35 0.54 1.02
N 0.97 1.36 -0.72 -0.51
N 1.62 0.42 -1.38 -0.04
C 1.68 -0.97 -0.80 -0.68
C 0.61 -2.00 -0.61 -0.19
C -0.32 -2.24 0.33 -0.30
N -0.47 -1.30 1.38 -0.53
C -0.93 -0.22 0.91 0.29
O -1.64 -0.27 -0.31 -0.24
C -2.12 0.94 -0.50 -0.18
C -1.91 1.89 0.39 -0.66
C -1.00 1.30 1.44 0.25
O 0.31 1.78 1.45 -0.38
H 1.60 0.36 -2.35 0.26
H 2.11 -0.99 0.18 0.34
H 2.37 -1.37 -1.61 0.37
H 0.72 -2.76 -1.36 0.36
H -0.72 -3.26 0.60 0.35
H -2.72 0.93 -1.47 0.37
H -2.22 2.92 0.33 0.43
H -1.37 1.31 2.51 0.35


5.
61
Properties=species:S:1:pos:R:3:mulliken_charge:R:1 method="wB97M-V/def2-TZVPD" charge=+2 de_lowest_kcal_mol=14.0
Hf -0.36 -0.55 0.96 1.12
O 0.37 1.49 1.58 -0.54
C 1.68 1.73 2.23 -0.55
C 1.64 1.15 3.62 -0.71
C 1.07 -0.28 3.68 -0.66
C -0.40 -0.34 4.03 0.72
C -0.80 -0.20 5.35 -0.77
C -2.15 -0.26 5.66 -0.45
C -3.07 -0.46 4.64 -1.06
C -2.61 -0.55 3.35 -0.26
N -1.30 -0.47 3.04 0.40
H 0.33 1.99 0.75 0.39
H 1.84 2.80 2.24 0.48
H 2.44 1.24 1.61 0.34
H 1.06 1.79 4.28 0.41
H 2.66 1.15 3.99 0.41
H 1.60 -0.87 4.43 0.75
H 1.32 -0.85 2.76 0.00
H -0.05 -0.08 6.12 0.54
H -2.47 -0.18 6.69 0.45
H -4.13 -0.55 4.85 0.48
H -3.29 -0.72 2.52 0.67
O -2.25 -3.49 2.10 -0.54
Cl -1.39 -3.20 1.04 1.84
O -1.16 -4.22 0.13 -0.50
O -1.88 -1.94 0.33 -0.68
O -0.08 -2.64 1.55 -0.63
C 5.43 0.40 -5.22 -1.47
C 4.38 0.05 -4.20 0.91
C 3.74 -1.18 -4.23 -0.88
C 2.77 -1.50 -3.29 -0.29
C 2.44 -0.56 -2.33 -0.12
C 3.07 0.69 -2.28 -0.55
C 4.03 0.98 -3.22 -0.95
S 1.22 -0.97 -1.18 2.44
O 0.72 -2.29 -1.44 -0.72
O 1.69 -0.80 0.26 -0.85
N 0.05 0.13 -1.07 0.01
C -1.12 0.16 -1.86 0.39
C -1.24 -0.16 -3.19 -0.58
C -2.49 0.00 -3.84 -1.03
C -3.57 0.51 -3.18 -0.87
C -3.46 0.86 -1.81 0.32
C -4.49 1.46 -1.06 -0.56
C -4.28 1.80 0.25 -1.27
C -3.07 1.45 0.86 -0.18
N -2.08 0.85 0.20 0.19
C -2.24 0.64 -1.14 0.54
H 5.73 -0.47 -5.80 0.37
H 6.31 0.83 -4.74 0.38
H 5.04 1.15 -5.92 0.33
H 4.01 -1.91 -4.98 0.37
H 2.28 -2.47 -3.30 0.54
H 2.80 1.42 -1.52 0.38
H 4.53 1.95 -3.20 0.42
H -0.39 -0.52 -3.75 0.53
H -2.57 -0.28 -4.88 0.43
H -4.51 0.66 -3.69 0.45
H -5.44 1.67 -1.54 0.49
H -5.04 2.30 0.84 0.44
H -2.90 1.66 1.91 0.73


6.
54
Properties=species:S:1:pos:R:3:mulliken_charge:R:1 method="wB97M-V/def2-TZVPD" de_lowest_kcal_mol=0.0
Co -0.68 0.11 0.74 -0.42
C -0.88 -5.57 1.23 -0.98
C -1.50 -4.85 2.42 -0.46
N -2.18 -3.62 2.04 -0.18
C -1.51 -2.50 1.69 0.45
S -2.42 -1.24 0.91 -0.48
N -0.23 -2.44 1.96 -1.38
N 0.33 -1.30 1.51 1.49
C 1.61 -1.14 1.58 1.19
C 2.54 -2.18 2.09 -1.83
C 2.07 0.17 1.11 0.24
C 3.39 0.57 1.09 -0.97
C 3.71 1.84 0.63 -0.43
C 2.69 2.67 0.20 -0.96
C 1.39 2.22 0.25 -0.19
N 1.09 1.00 0.69 0.59
H -0.35 -6.46 1.57 0.34
H -0.17 -4.91 0.72 0.24
H -1.64 -5.87 0.52 0.31
H -0.73 -4.59 3.15 0.25
H -2.23 -5.48 2.92 0.39
H -3.13 -3.68 1.72 0.25
H 2.05 -3.15 2.05 0.38
H 2.83 -1.98 3.12 0.30
H 3.45 -2.21 1.49 0.46
H 4.16 -0.11 1.43 0.41
H 4.74 2.16 0.60 0.44
H 2.90 3.67 -0.18 0.46
H 0.56 2.83 -0.08 0.61
C -2.70 3.31 3.79 -0.75
O -2.70 3.15 2.37 -0.30
C -2.02 2.15 1.86 0.52
S -1.12 1.04 2.76 -0.34
S -2.00 1.89 0.20 -0.19
H -3.32 4.18 3.98 0.25
H -1.69 3.47 4.16 0.36
H -3.13 2.43 4.26 0.36
C -0.14 4.08 -4.74 -1.28
Sb -0.11 2.60 -3.17 0.53
C 1.40 1.39 -4.11 -1.23
C -1.78 1.48 -3.91 -1.21
H -0.18 3.59 -5.71 0.36
H 0.75 4.70 -4.69 0.33
H -1.02 4.72 -4.63 0.36
H 1.17 1.27 -5.17 0.37
H 1.41 0.42 -3.63 0.28
H 2.38 1.87 -4.01 0.41
H -1.91 1.66 -4.98 0.43
H -2.69 1.77 -3.39 0.34
H -1.59 0.43 -3.73 0.29
O -0.21 -1.48 -2.90 -0.64
N -0.21 -1.43 -1.68 0.80
O -0.02 -2.39 -0.96 -0.56
O -0.42 -0.25 -1.15 -0.02


7.
2
Properties=species:S:1:pos:R:3:mulliken_charge:R:1 method="wB97M-V/def2-TZVPD" de_lowest_kcal_mol=137.9
S 0.00 0.00 1.57 0.00
S 0.00 0.00 -1.57 0.00


8.
16
Properties=species:S:1:pos:R:3:mulliken_charge:R:1 method="wB97M-V/def2-TZVPD" de_lowest_kcal_mol=2.3
C 2.19 0.23 0.70 -0.75
O 0.88 -0.45 0.70 -0.39
C 0.16 -0.27 -0.46 1.26
O 0.92 -0.60 -1.51 -0.54
C -1.08 -1.11 -0.25 -0.02
F -0.90 -2.42 -0.19 -0.29
C -2.16 -0.43 0.18 0.26
F -3.27 -0.99 0.59 -0.27
C -1.86 0.96 0.02 0.50
F -2.77 1.89 0.43 -0.29
C -0.59 1.19 -0.43 -0.46
F 0.16 2.30 -0.60 -0.27
H 2.76 -0.33 1.52 0.25
H 1.99 1.31 0.95 0.23
H 2.48 0.22 -0.33 0.40
H 1.11 -1.47 -1.32 0.39


9.
157
Properties=species:S:1:pos:R:3:mulliken_charge:R:1 method="wB97M-V/def2-TZVPD" energy_ev=-134862.294
O 4.68 5.90 -3.90 -0.46
P 4.14 5.30 -5.33 0.37
Cl 4.87 3.37 -5.33 -0.27
C 2.33 5.19 -4.96 -0.24
C 1.69 6.39 -5.01 -0.70
C 0.30 6.53 -4.73 -0.81
C -0.44 5.44 -4.41 0.26
S -2.16 5.53 -4.02 -0.31
C 0.18 4.16 -4.37 0.52
N -0.42 3.01 -4.08 -0.49
S 0.71 1.89 -4.13 0.03
N 2.00 2.76 -4.50 -0.42
C 1.58 4.02 -4.63 0.98
H 3.98 5.86 -3.24 0.33
H 2.24 7.29 -5.25 0.48
H -0.19 7.49 -4.77 0.57
H -2.21 4.84 -2.87 0.09
N -4.80 6.35 -2.01 0.11
C -5.64 5.62 -1.21 -0.47
C -6.00 6.41 -0.16 -0.46
C -5.36 7.67 -0.33 -0.40
C -4.62 7.60 -1.49 -0.48
H -4.37 6.02 -2.86 0.16
H -5.90 4.61 -1.46 0.36
H -6.66 6.13 0.65 0.42
H -5.43 8.53 0.31 0.41
H -4.00 8.32 -1.97 0.35
N 0.72 5.09 0.01 0.11
C 0.20 5.18 1.28 -0.67
C -1.15 5.36 1.17 -1.06
C -1.46 5.40 -0.22 0.57
C -0.29 5.22 -0.90 -0.36
H 1.69 4.96 -0.21 0.18
H 0.84 5.09 2.14 0.49
H -1.84 5.46 1.99 0.58
H -2.44 5.53 -0.65 0.20
H -0.08 5.17 -1.96 0.08
N -1.31 1.16 3.30 0.04
C -2.32 0.52 3.95 -0.24
C -3.30 1.45 4.21 -1.08
C -2.85 2.69 3.69 -0.09
C -1.62 2.48 3.13 -0.33
H -0.46 0.72 2.99 0.22
H -2.26 -0.53 4.18 0.36
H -4.23 1.25 4.72 0.52
H -3.38 3.63 3.72 0.43
H -0.95 3.15 2.62 0.15
N 1.22 2.07 -8.40 0.05
C 0.28 1.75 -7.46 0.01
C -0.67 0.96 -8.07 -0.57
C -0.28 0.81 -9.43 -0.48
C 0.89 1.50 -9.60 -0.65
H 2.04 2.64 -8.23 0.18
H 0.37 2.11 -6.45 -0.02
H -1.54 0.55 -7.59 0.50
H -0.80 0.25 -10.18 0.48
H 1.51 1.63 -10.47 0.43
N -1.69 1.93 8.51 0.03
C -2.21 1.98 9.77 -0.74
C -3.56 2.15 9.66 -0.47
C -3.87 2.20 8.28 -0.37
C -2.70 2.06 7.59 -0.24
H -0.72 1.82 8.28 0.21
H -1.57 1.89 10.64 0.51
H -4.25 2.22 10.49 0.46
H -4.85 2.33 7.84 0.42
H -2.49 2.05 6.53 0.21
N 10.13 3.99 -6.94 0.03
C 9.11 3.40 -6.26 -0.76
C 8.11 4.33 -6.09 0.36
C 8.56 5.53 -6.71 -0.42
C 9.80 5.29 -7.23 -0.56
H 10.99 3.54 -7.20 0.18
H 9.17 2.37 -5.94 0.36
H 7.17 4.16 -5.59 0.07
H 8.02 6.46 -6.77 0.39
H 10.48 5.92 -7.77 0.37
N -2.45 -4.79 3.39 0.09
C -2.52 -3.43 3.52 -0.55
C -1.62 -2.87 2.65 0.16
C -0.98 -3.94 1.96 -1.10
C -1.51 -5.11 2.44 -0.33
H -2.99 -5.45 3.90 0.21
H -3.21 -2.98 4.21 0.42
H -1.45 -1.82 2.52 0.33
H -0.22 -3.86 1.21 0.46
H -1.31 -6.14 2.19 0.33
N 0.44 -1.45 -5.22 0.35
C 1.63 -2.07 -5.48 -0.40
C 1.41 -3.42 -5.46 -0.76
C 0.03 -3.63 -5.19 -0.51
C -0.54 -2.39 -5.05 -0.51
H 0.29 -0.46 -5.15 0.07
H 2.53 -1.50 -5.65 0.44
H 2.15 -4.19 -5.61 0.51
H -0.48 -4.57 -5.09 0.42
H -1.56 -2.10 -4.84 0.39
N 0.28 4.95 -9.59 0.13
C 1.06 6.05 -9.79 -0.57
C 0.24 7.15 -9.81 -0.47
C -1.09 6.68 -9.62 -0.70
C -1.03 5.32 -9.49 -0.28
H 0.62 4.00 -9.54 0.25
H 2.13 5.97 -9.89 0.39
H 0.55 8.17 -9.95 0.43
H -1.99 7.28 -9.59 0.41
H -1.80 4.58 -9.33 0.42
N -1.47 -3.09 11.87 0.04
C -2.81 -2.84 11.86 -0.74
C -3.03 -1.76 11.04 -0.45
C -1.77 -1.34 10.54 0.13
C -0.82 -2.18 11.07 -0.88
H -1.02 -3.82 12.39 0.18
H -3.49 -3.45 12.43 0.43
H -3.99 -1.32 10.83 0.41
H -1.58 -0.52 9.87 0.49
H 0.24 -2.21 10.95 0.38
N -4.44 -4.81 9.34 0.15
C -5.38 -5.17 10.27 -0.18
C -6.31 -5.97 9.65 -0.66
C -5.91 -6.09 8.29 -0.36
C -4.76 -5.37 8.14 -0.65
H -3.65 -4.22 9.53 0.17
H -5.31 -4.83 11.29 0.26
H -7.17 -6.41 10.12 0.39
H -6.41 -6.65 7.52 0.39
H -4.14 -5.21 7.27 0.48
N 3.82 -4.12 -2.68 0.06
C 3.85 -5.38 -2.15 -0.58
C 5.16 -5.71 -1.91 -0.11
C 5.95 -4.60 -2.32 -0.76
C 5.09 -3.64 -2.78 -0.34
H 2.98 -3.64 -2.96 0.18
H 2.94 -5.94 -1.99 0.45
H 5.51 -6.64 -1.49 0.36
H 7.02 -4.52 -2.26 0.38
H 5.28 -2.65 -3.17 0.41
N 3.27 -7.68 2.16 -0.07
C 3.41 -8.95 2.67 -0.45
C 3.95 -9.74 1.69 -0.72
C 4.15 -8.91 0.55 -0.14
C 3.73 -7.65 0.87 -0.51
H 2.90 -6.89 2.66 0.25
H 3.10 -9.18 3.67 0.40
H 4.17 -10.78 1.77 0.44
H 4.57 -9.21 -0.40 0.43
H 3.71 -6.74 0.30 0.27
N 0.14 -8.23 3.21 0.32
C -0.96 -8.61 2.49 -0.87
C -1.96 -8.88 3.39 -0.25
C -1.45 -8.66 4.69 -0.78
C -0.15 -8.25 4.54 -0.27
H 1.03 -7.97 2.81 0.18
H -0.94 -8.65 1.42 0.44
H -2.96 -9.21 3.13 0.45
H -1.97 -8.78 5.62 0.45
H 0.60 -7.98 5.28 0.39


10.
95
Properties=species:S:1:pos:R:3:mulliken_spin:R:1 method="wB97M-V/def2-TZVPD" multiplicity=4 charge=+2 energy_ev=-93809.531 s_squared=3.810
Tc 0.12 0.28 0.32 1.55
O -3.47 -1.39 -1.30 0.00
S -2.39 -0.97 -2.14 0.01
O -2.67 -0.43 -3.43 0.00
O -1.80 0.40 -1.28 0.04
C -1.35 -2.43 -2.36 -0.01
C -2.03 -3.24 -3.27 0.00
C -1.57 -4.51 -3.53 0.00
C -0.42 -4.97 -2.89 0.00
C 0.26 -4.14 -2.02 0.00
C -0.19 -2.86 -1.71 0.02
P 0.90 -1.79 -0.71 -0.13
C 1.61 -2.89 0.57 0.00
C 2.83 -2.53 1.17 0.00
C 3.31 -3.22 2.26 0.00
C 2.58 -4.27 2.80 0.00
C 1.38 -4.64 2.22 0.00
C 0.89 -3.96 1.11 0.00
C 2.20 -1.62 -1.99 0.02
C 3.48 -2.17 -1.92 -0.01
C 4.39 -1.94 -2.94 0.00
C 4.04 -1.17 -4.04 0.00
C 2.76 -0.64 -4.13 0.00
C 1.85 -0.87 -3.12 0.00
H -2.92 -2.87 -3.76 0.00
H -2.10 -5.14 -4.22 0.00
H -0.05 -5.96 -3.10 0.00
H 1.18 -4.49 -1.56 0.00
H 3.40 -1.71 0.76 0.00
H 4.26 -2.94 2.71 0.00
H 2.95 -4.81 3.67 0.00
H 0.81 -5.47 2.62 0.00
H -0.04 -4.26 0.66 0.00
H 3.77 -2.80 -1.09 0.00
H 5.38 -2.37 -2.88 0.00
H 4.76 -0.98 -4.83 0.00
H 2.48 -0.05 -4.99 0.00
H 0.85 -0.45 -3.19 0.00
N -1.88 -2.64 1.24 0.01
C -1.81 -1.66 2.19 0.01
N -2.27 -1.98 3.38 -0.01
C -2.27 -1.01 4.30 0.01
N -2.66 -1.30 5.53 0.01
N -1.93 0.26 4.03 -0.01
C -1.42 0.48 2.85 -0.05
N -1.23 -0.47 1.88 -0.06
C -1.05 1.85 2.48 0.04
C -1.41 2.89 3.27 0.27
C -1.25 4.29 2.84 0.01
C -0.26 4.51 1.68 0.01
C -0.11 3.27 0.77 0.00
N -0.38 1.96 1.30 0.29
H -2.36 -3.45 1.61 0.00
H -2.28 -2.33 0.37 0.00
H -2.94 -2.24 5.76 0.00
H -2.70 -0.57 6.22 0.00
H -1.92 2.68 4.20 0.01
H -1.09 4.96 3.69 0.00
H 0.64 5.07 1.89 0.00
H 0.85 3.27 0.26 -0.03
C 4.20 1.16 1.49 0.00
C 2.90 0.96 0.79 0.05
N 1.87 0.36 1.34 -0.02
O 1.97 0.03 2.67 0.01
C 2.64 1.43 -0.53 -0.05
C 3.60 2.14 -1.43 0.00
N 1.39 1.18 -0.86 -0.04
O 0.80 1.55 -1.92 0.08
H 4.13 0.88 2.54 0.00
H 4.50 2.21 1.42 0.00
H 4.98 0.57 1.01 0.00
H 1.69 -0.90 2.74 0.01
H 4.48 1.54 -1.63 0.00
H 3.93 3.09 -0.98 0.00
H 3.10 2.36 -2.37 0.00
C -1.80 2.46 -3.15 0.02
P -2.58 1.83 -1.67 0.01
C -4.33 1.54 -1.96 0.01
C -2.44 2.95 -0.32 0.34
C -1.25 3.83 -0.18 0.08
C -1.39 5.04 0.76 0.02
C -2.42 4.86 1.89 0.08
C -3.52 3.91 1.64 0.31
C -3.49 3.00 0.61 0.02
H -0.72 2.48 -3.02 0.00
H -2.18 3.47 -3.33 0.00
H -2.06 1.82 -3.99 0.00
H -4.82 2.52 -1.88 0.00
H -4.76 0.86 -1.23 0.00
H -4.49 1.15 -2.95 0.00
H -0.83 4.08 -1.15 0.00
H -1.36 6.02 0.29 0.00
H -2.80 5.80 2.28 0.01
H -4.35 3.90 2.33 -0.02
H -4.33 2.33 0.49 0.02